1.
Here is C25H42Cl26NO4 as an isolated structure from OMol25. Energies are from wB97M-V/def2-TZVPD.

ORCA input file:
```
! wB97M-V def2-TZVPD RIJCOSX def2/J DEFGRID3
* xyz 1 1
Cl -3.041 9.666 4.403
Cl 7.212 4.190 -7.947
Cl -1.498 9.664 1.921
Cl 5.421 -2.342 -2.521
Cl 2.935 1.011 -5.057
Cl -3.106 -5.958 -4.147
Cl -0.492 0.458 6.503
Cl 4.173 -2.212 0.134
Cl -4.845 -6.600 5.747
Cl -1.258 6.184 -0.791
Cl -0.435 5.876 2.002
Cl 1.188 -3.959 -2.377
Cl 4.188 -1.206 7.982
Cl -0.097 -3.462 -4.956
Cl 2.978 3.862 -5.698
Cl -4.475 -3.954 4.566
Cl -6.417 -3.313 -3.620
Cl -5.826 -2.954 -6.457
Cl -4.689 -0.355 4.175
Cl 0.169 0.103 3.683
Cl -1.706 -3.303 8.202
Cl -2.509 -5.611 -6.989
Cl -7.466 -1.097 4.696
Cl 6.337 6.402 -6.249
Cl 3.229 -0.965 5.227
Cl -1.086 -3.005 5.363
O 0.005 2.070 -2.125
O 2.685 1.769 0.161
O 4.188 0.423 -0.807
O -1.226 1.375 -3.853
N 1.939 -2.554 2.582
C 1.156 -2.195 1.551
C 1.504 -1.156 0.698
C -4.448 -5.703 4.281
C 1.159 -4.359 -4.106
C 5.889 5.291 -7.550
C -6.262 -0.738 3.457
C -2.346 -2.906 6.605
C 0.516 -0.805 -0.404
C -1.694 8.939 3.527
C 1.150 -0.561 -1.785
C 3.123 -1.970 2.867
C -7.068 -2.866 -5.202
C 3.591 -0.951 2.077
C -0.033 -0.398 -2.819
C 3.186 0.682 0.091
C -3.754 -5.524 -5.738
C 4.171 -0.203 6.536
C -0.380 6.910 0.561
C 5.390 -3.026 -0.895
C -0.472 1.081 -2.959
C 2.725 -0.509 0.953
C -0.223 2.834 0.167
C -0.972 2.468 -1.139
C -0.345 1.248 4.932
C 1.971 2.419 -5.532
H -6.597 0.114 2.877
H -4.137 -4.510 -5.697
H 2.123 -4.109 -4.538
H -4.553 -6.214 -5.990
H 6.367 -2.900 -0.440
H -5.175 -5.942 3.513
H 0.244 -0.799 -3.798
H 1.615 -3.299 3.191
H 3.722 0.755 6.775
H 5.034 4.707 -7.228
H 0.391 2.042 5.005
H 5.636 5.869 -8.432
H -3.453 -5.987 3.954
H -0.070 1.895 0.719
H -6.150 -1.606 2.816
H -0.834 7.872 0.802
H -0.817 3.513 0.810
H -1.718 1.672 -0.979
H 3.717 -2.308 3.699
H -1.308 1.660 4.651
H 1.219 2.604 -4.772
H -0.159 0.028 -0.144
H -3.142 -3.606 6.354
H -0.781 9.095 4.093
H 1.763 -1.389 -2.156
H 4.544 -0.466 2.283
H -0.920 -0.899 -2.393
H -7.445 -1.851 -5.154
H 4.905 1.063 -0.689
H 0.967 -5.421 -4.215
H -1.882 7.878 3.410
H 1.494 2.212 -6.484
H 0.657 7.048 0.272
H 5.189 -0.063 6.191
H 5.144 -4.081 -0.963
H -0.146 -1.685 -0.513
H 1.734 0.366 -1.864
H -1.523 3.375 -1.436
H -7.871 -3.550 -5.457
H -2.736 -1.893 6.623
H 0.220 -2.739 1.417
H 0.727 3.343 -0.040
*
```

For the molar mass, the calculation gives 1342.4 Da. The calculation puts the HOMO energy at -12.011 eV. As for the total energy: -13298.1575 Eh.



2.
Here is the molecule C5H8O from OMol25. Energies are from wB97M-V/def2-TZVPD.

ORCA input file:
```
! wB97M-V def2-TZVPD RIJCOSX def2/J DEFGRID3
* xyz 0 1
O -1.095 1.940 0.175
C -0.745 0.642 0.577
C 1.322 -0.217 -0.635
C 0.708 0.203 0.675
C 0.334 -1.121 0.016
C -1.068 -0.600 -0.307
H 2.367 -0.508 -0.554
H 0.575 -2.118 0.369
H -0.468 2.224 -0.500
H 1.069 0.255 -1.586
H -1.910 -1.198 0.050
H -1.218 0.500 1.553
H -1.214 -0.379 -1.372
H 1.344 0.378 1.538
*
```

For the molar mass, the calculation gives 84.1 Da. The calculation puts the HOMO energy at -9.920 eV. The SMILES is O[C@H]1C[C@H]2C[C@H]21. As for the total energy: -270.4886 Eh. The value obtained for the energy relative to the best compared isomer or geometry (same formula, charge and spin) is 181.8 kJ/mol.



3.
Here is a 2-piece molecular cluster, C28H21N2O6S2 overall from OMol25. Energies are from wB97M-V/def2-TZVPD.

ORCA input file:
```
! wB97M-V def2-TZVPD RIJCOSX def2/J DEFGRID3
* xyz -1 1
S -2.071 -1.271 2.425
S -2.429 1.233 0.751
O -2.918 0.817 -0.542
O -3.349 1.480 1.844
O -1.446 -2.555 2.203
O 7.193 -1.093 -3.720
O -2.158 -0.701 3.755
O 6.832 1.074 -3.730
N 6.420 -0.109 -3.742
N -0.772 0.943 -3.024
C -5.277 -2.057 0.039
C -0.713 4.859 1.474
C 3.178 -1.834 -3.343
C 0.054 0.130 -2.815
C -1.493 3.708 1.601
C -4.852 -1.168 2.657
C 0.934 -0.942 2.947
C -0.071 -0.249 0.787
C 1.798 -1.770 3.659
C -0.087 4.196 -0.762
C 2.299 -0.719 -3.134
C -6.152 -1.326 2.173
C -3.774 -1.453 1.822
C -3.977 -1.936 0.530
C -6.367 -1.752 0.860
C -0.898 3.069 -0.645
C 2.963 -2.306 1.605
C 5.018 -0.333 -3.745
C 2.776 -2.509 2.982
C 4.510 -1.646 -3.634
C -1.525 2.773 0.562
C -1.302 -0.012 1.337
C 4.156 0.779 -3.673
C 0.020 5.094 0.305
C 0.990 -0.885 1.532
C 0.990 -0.864 -2.616
C 2.815 0.589 -3.412
C 2.116 -1.450 0.899
H 4.583 1.770 -3.790
H -3.116 -2.210 -0.077
H -7.382 -1.844 0.470
H -6.993 -1.105 2.829
H 0.462 4.371 -1.688
H -0.666 5.577 2.295
H -4.660 -0.807 3.665
H 1.691 -1.850 4.740
H 0.671 5.968 0.223
H -1.044 2.414 -1.502
H 5.203 -2.475 -3.743
H 0.100 0.076 -0.239
H 2.277 -1.255 -0.161
H 3.759 -2.839 1.085
H 2.155 1.458 -3.344
H 2.777 -2.846 -3.238
H 0.642 -1.832 -2.258
H -2.089 3.535 2.494
H 0.236 -0.300 3.481
H 3.395 -3.219 3.534
H -5.429 -2.396 -0.986
*
```

For the molar mass, the calculation gives 545.6 Da. The calculation puts the HOMO energy at -3.988 eV. As for the total energy: -2436.7998 Eh. The value obtained for the energy relative to the best compared isomer or geometry (same formula, charge and spin) is 0.0 kJ/mol.



4.
Here is a 7-piece molecular cluster, C12H19Cl18N2O overall from OMol25. Energies are from wB97M-V/def2-TZVPD.

ORCA input file:
```
! wB97M-V def2-TZVPD RIJCOSX def2/J DEFGRID3
* xyz -1 1
Cl -3.005 3.534 1.999
Cl -4.835 -4.093 -0.157
Cl -5.089 2.079 -4.608
Cl 3.216 6.151 -4.563
Cl -6.664 0.224 -3.018
Cl -4.351 -3.091 2.524
Cl -3.094 2.102 -0.522
Cl 3.163 4.135 1.339
Cl -4.713 -5.938 2.085
Cl 3.823 1.060 -0.227
Cl 5.698 4.301 -0.056
Cl 5.322 -0.211 -2.368
Cl 2.774 1.061 -2.935
Cl 4.906 3.793 -4.372
Cl -3.985 -0.507 -3.874
Cl -4.664 1.167 1.728
Cl 3.148 4.495 -2.176
Cl 4.491 6.702 1.056
O 0.168 -0.947 3.214
N 0.903 -0.951 0.124
N -0.044 -2.590 1.672
C -1.133 -3.535 1.609
C 1.979 -3.134 0.419
C -0.420 -1.389 2.288
C 0.617 -2.395 0.325
C 2.775 -2.751 1.679
C -5.038 0.813 -3.375
C -4.013 2.583 0.908
C -1.590 -0.620 1.757
C -5.173 -4.313 1.560
C 4.717 4.959 1.255
C 3.353 4.510 -3.923
C 4.232 1.112 -1.937
H 2.717 -1.697 1.896
H -2.476 -0.944 2.299
H -1.880 -3.305 0.840
H -1.486 0.436 1.926
H -4.630 1.243 -2.471
H 2.401 -3.250 2.555
H -0.712 -4.505 1.386
H 3.816 -3.061 1.582
H 2.580 -2.919 -0.457
H 1.725 -4.183 0.475
H -4.841 3.201 0.588
H -6.238 -4.203 1.709
H 0.485 -0.667 -0.746
H -1.772 -0.789 0.703
H 2.568 3.909 -4.361
H 1.900 -0.783 0.021
H 5.245 4.792 2.184
H 4.743 2.046 -2.135
H -1.621 -3.638 2.574
*
```

For the molar mass, the calculation gives 845.5 Da. The calculation puts the HOMO energy at -1.239 eV. As for the total energy: -8936.7473 Eh. The value obtained for the energy relative to the best compared isomer or geometry (same formula, charge and spin) is 0.0 kJ/mol.



5.
Here is the molecule C21H26N2O5S from OMol25. Energies are from wB97M-V/def2-TZVPD.

ORCA input file:
```
! wB97M-V def2-TZVPD RIJCOSX def2/J DEFGRID3
* xyz 0 1
S 3.588 0.152 1.158
O 3.989 1.114 2.143
O -2.292 0.274 0.523
O -1.251 -5.461 -0.723
O -2.714 -3.874 -0.127
O 3.970 -1.220 1.324
N -0.944 -1.938 -0.157
N 4.231 0.653 -0.287
C -2.975 1.398 0.123
C 1.803 0.215 1.004
C -3.233 3.397 -1.163
C -5.064 2.603 0.184
C 2.964 2.394 -1.499
C -6.458 2.759 0.709
C -4.277 1.535 0.587
C -3.775 -4.810 -0.272
C 2.974 1.504 -2.740
C -0.416 -3.275 -0.182
C -4.525 3.539 -0.692
C 4.167 -0.245 -1.413
C -2.449 2.329 -0.765
C -0.235 -0.883 0.353
C -0.249 1.414 1.160
C 4.165 2.056 -0.612
C 1.128 1.372 1.330
C -0.924 0.314 0.661
C 1.147 -0.905 0.532
C 2.966 0.036 -2.319
C -1.486 -4.332 -0.387
H 5.091 2.327 -1.133
H 2.039 2.231 -0.942
H 2.040 -0.182 -1.783
H -0.805 2.302 1.420
H 0.098 -3.530 0.758
H -6.891 1.793 0.956
H 5.094 -0.132 -1.989
H 3.017 -0.612 -3.196
H 0.316 -3.389 -0.991
H 1.729 -1.786 0.322
H -1.946 -1.864 -0.054
H 4.135 -1.255 -1.002
H 2.106 1.721 -3.366
H 1.671 2.210 1.732
H 4.129 2.593 0.336
H -4.691 -4.264 -0.058
H -6.446 3.365 1.616
H 3.011 3.447 -1.784
H -2.828 4.122 -1.852
H -3.791 -5.208 -1.288
H 3.873 1.709 -3.327
H -7.092 3.258 -0.019
H -4.665 0.791 1.266
H -5.125 4.379 -1.011
H -3.647 -5.637 0.429
H -1.445 2.210 -1.144
*
```

For the molar mass, the calculation gives 418.5 Da. The calculation puts the HOMO energy at -8.152 eV. The SMILES is COC(=O)CNc1cc(S(=O)(=O)N2CCCCC2)ccc1Oc1cccc(C)c1. As for the total energy: -1699.7280 Eh. The value obtained for the energy relative to the best compared isomer or geometry (same formula, charge and spin) is 250.9 kJ/mol.



6.
Here is the molecule H4OP2S from OMol25. Energies are from wB97M-V/def2-TZVPD.

ORCA input file:
```
! wB97M-V def2-TZVPD RIJCOSX def2/J DEFGRID3
* xyz 0 1
S 1.462 1.986 0.236
P 0.543 0.243 0.016
P -1.529 0.218 0.634
O 1.305 -0.982 0.675
H 0.385 -0.229 -1.311
H 1.301 -1.809 0.190
H -1.588 1.420 -0.153
H -1.880 -0.847 -0.286
*
```

For the molar mass, the calculation gives 114.0 Da. The calculation puts the HOMO energy at -8.833 eV. The SMILES is O[P@@H](P)=S. As for the total energy: -1158.5330 Eh. The value obtained for the energy relative to the best compared isomer or geometry (same formula, charge and spin) is 2.5 kJ/mol.



7.
Here is a 6-piece molecular cluster, C24H42BIO10P overall from OMol25. Energies are from wB97M-V/def2-TZVPD.

ORCA input file:
```
! wB97M-V def2-TZVPD RIJCOSX def2/J DEFGRID3
* xyz -1 1
I 4.869 1.748 3.590
P 1.518 1.159 2.698
O -1.802 -0.579 -2.165
O 1.636 1.387 -6.787
O -3.256 -0.332 -4.986
O 1.691 -5.518 5.707
O 3.523 -4.401 6.338
O -1.437 3.258 4.248
O -1.209 1.843 5.978
O -5.317 -0.001 -4.169
O 2.853 0.321 -5.243
O 0.204 0.214 -1.572
C 1.125 1.105 -8.100
C 2.395 0.354 -6.345
C 1.011 1.376 -1.868
C 2.073 0.063 -8.683
C 4.146 -3.136 6.027
C 0.538 1.840 -3.240
C -2.410 4.208 3.804
C -3.273 3.102 5.706
C 0.158 -1.379 2.551
C 2.507 -0.698 -7.430
C -3.734 3.745 4.401
C -0.934 1.434 -3.218
C 2.417 -4.574 5.574
C 0.202 -0.024 3.272
C -5.923 -2.215 -3.640
C 3.672 -2.788 4.624
C -4.413 -2.149 -3.864
C 3.330 -0.835 1.542
C -1.867 2.630 5.370
C -0.932 0.238 -2.291
C -6.261 -0.751 -3.387
C -4.219 -0.758 -4.425
C 2.428 0.383 1.275
C 2.280 -3.418 4.605
B 2.725 1.535 4.192
H 1.608 -0.558 -9.445
H 0.838 2.121 -1.090
H -4.047 -2.895 -4.563
H 3.522 -1.080 -7.485
H 2.805 -1.779 1.412
H 1.160 -1.732 2.345
H 2.059 1.089 -1.850
H 4.309 -3.277 3.885
H -1.318 1.155 -4.194
H -3.890 2.263 6.015
H 0.105 0.727 -7.998
H -3.205 3.824 6.520
H -4.453 4.553 4.527
H 2.406 2.607 4.642
H -0.464 -1.367 1.662
H -6.227 -2.868 -2.824
H -7.266 -0.480 -3.704
H 3.066 1.180 0.907
H 3.680 -1.719 4.422
H 0.707 2.901 -3.415
H 1.102 2.030 -8.670
H 1.059 1.284 -4.016
H 3.821 -2.401 6.766
H -0.295 -2.108 3.225
H 5.225 -3.254 6.098
H 4.147 -0.850 0.818
H -6.133 -0.473 -2.339
H -1.572 2.205 -2.780
H -0.756 0.471 3.142
H -6.420 -2.558 -4.550
H 1.707 0.140 0.500
H -3.850 -2.211 -2.932
H 3.784 -0.802 2.526
H -4.184 2.989 3.756
H 1.823 -1.512 -7.186
H 1.525 -2.728 4.986
H -2.116 5.197 4.166
H 0.316 -0.197 4.340
H 2.595 0.716 5.082
H 2.936 0.558 -9.131
H 1.989 -3.771 3.621
H -2.411 4.218 2.717
*
```

For the molar mass, the calculation gives 659.3 Da. The calculation puts the HOMO energy at -3.093 eV. As for the total energy: -2356.1156 Eh.



8.
Here is C5H5BFNO3 as an isolated structure from OMol25. Energies are from wB97M-V/def2-TZVPD.

ORCA input file:
```
! wB97M-V def2-TZVPD RIJCOSX def2/J DEFGRID3
* xyz 0 1
F 0.572 -2.675 -0.389
O -1.306 1.038 1.033
O 1.301 2.308 0.271
O -2.556 -0.911 0.959
N 2.004 -1.055 0.240
C -0.588 0.189 -2.068
C 1.836 1.314 0.401
C 2.427 0.144 0.518
C -0.639 -0.312 -0.807
C 0.943 -1.385 -0.299
B -1.620 -0.086 0.418
H 3.310 0.314 1.019
H 0.285 -0.004 -2.652
H -2.951 -0.672 1.780
H -1.661 1.026 2.006
H -1.359 0.767 -2.431
*
```

For the molar mass, the calculation gives 156.9 Da. The calculation puts the HOMO energy at -8.453 eV. As for the total energy: -598.6693 Eh. The value obtained for the energy relative to the best compared isomer or geometry (same formula, charge and spin) is 0.0 kJ/mol.



9.
Here is C19H29Br37ClO3P2 as an isolated structure from OMol25. Energies are from wB97M-V/def2-TZVPD.

ORCA input file:
```
! wB97M-V def2-TZVPD RIJCOSX def2/J DEFGRID3
* xyz -1 1
Br -4.362 6.209 3.826
Br -2.021 -1.471 -0.925
Br 1.737 -6.564 -11.793
Br 0.889 -3.360 7.182
Br -8.289 5.016 4.860
Br -1.592 -4.852 5.903
Br -0.368 1.363 -5.769
Br -1.007 -5.137 9.015
Br -3.829 -0.679 -11.220
Br -3.560 1.530 5.302
Br -1.374 -7.187 -11.624
Br -3.486 -3.182 1.281
Br 1.798 -3.130 -3.278
Br 5.549 -2.315 0.787
Br -0.982 -5.627 -0.018
Br 5.835 -1.529 6.760
Br 1.714 -3.941 -0.215
Br -3.966 10.207 3.776
Br 3.308 -1.795 4.857
Br 2.479 -2.558 -6.316
Br -2.994 3.755 2.378
Br -2.462 0.279 2.581
Br -5.203 -1.661 -0.922
Br 2.723 1.071 -6.448
Br -1.326 6.420 2.912
Br 5.952 -3.427 4.206
Br -1.190 0.339 -12.671
Br 0.588 1.182 -8.803
Br -6.963 9.401 4.458
Br 2.497 -5.538 -5.247
Br -4.723 9.207 6.699
Br -7.441 2.318 6.312
Br -1.089 -2.233 -10.803
Br 0.040 -3.921 2.478
Br -1.448 -0.830 5.358
Br -6.578 2.844 3.298
Br 0.158 -6.033 -9.089
Cl 5.301 1.156 -3.578
P 4.020 -0.508 -3.260
P 4.628 -1.252 -1.177
O 2.566 0.248 -3.017
O 3.112 -0.989 -0.448
O 5.191 0.219 -0.567
C 0.841 3.048 3.760
C 5.225 -1.826 4.953
C 1.694 -3.795 -5.063
C -0.902 -3.991 7.474
C 0.553 -4.947 0.932
C -5.323 10.144 5.132
C 0.058 -6.062 -11.007
C 2.161 0.199 1.413
C 0.886 1.697 3.046
C -3.548 -2.565 -0.534
C -6.956 3.637 5.000
C 0.818 -0.461 1.150
C -2.932 -0.052 4.414
C 0.936 0.649 -6.985
C 4.269 0.976 0.152
C 2.022 1.597 2.048
C 2.903 0.271 0.097
C -3.045 5.665 2.525
C -1.917 -0.529 -11.118
H -3.499 -3.435 -1.171
H -0.130 3.250 4.202
H -3.737 -0.771 4.415
H -6.045 4.110 5.339
H 2.300 0.687 -3.838
H 1.083 3.837 3.049
H -0.162 -5.059 -11.339
H 0.959 -1.353 0.546
H 4.610 1.020 1.196
H 0.160 0.228 0.615
H 0.315 -0.741 2.073
H 0.650 -3.901 -5.313
H -3.362 6.060 1.571
H 1.101 -5.804 1.290
H 4.218 2.008 -0.193
H 4.110 -2.511 -1.555
H 1.022 0.909 3.789
H 5.871 -1.507 -1.814
H -1.524 -3.130 7.669
H 2.256 0.856 -0.577
H -0.063 1.518 2.552
H 1.606 3.080 4.533
H 2.725 -0.415 2.120
H 2.953 1.841 2.558
H -1.685 0.092 -10.265
H -5.527 11.161 5.428
H 5.589 -1.004 4.353
H 1.870 2.341 1.261
H 0.846 -0.427 -6.954
*
```

For the molar mass, the calculation gives 3359.3 Da. The calculation puts the HOMO energy at -4.666 eV. As for the total energy: -97348.5268 Eh.



10.
Here is a 2-piece molecular cluster, CH2NO3S overall from OMol25. Energies are from wB97M-V/def2-TZVPD.

ORCA input file:
```
! wB97M-V def2-TZVPD RIJCOSX def2/J DEFGRID3
* xyz -1 1
S 2.377 0.808 -0.098
O -0.039 -1.492 0.879
O -1.100 0.380 -1.723
O -1.275 0.574 0.475
N -0.830 0.080 -0.575
C -0.033 -1.209 -0.369
H -0.383 -0.643 1.481
H 1.284 1.501 -0.071
*
```

For the molar mass, the calculation gives 108.1 Da. The calculation puts the HOMO energy (alpha / beta) at -3.281 / -3.276 eV. As for the total energy: -717.8245 Eh. The value obtained for the energy relative to the best compared isomer or geometry (same formula, charge and spin) is 569.5 kJ/mol.



The lowest molar mass belongs to which entry? C5H8O



Look up the molar mass of the seventh one. 659.3 Da



What is the formula in the first record? C25H42Cl26NO4